Entry from the OMol25 dataset: a structure of composition C23H32AsN8O2STi (the ωB97M-V functional and the def2-TZVPD basis).

molar mass	607.4	g mol⁻¹
F_max	0.004	hartree/bohr
E_HOMO (alpha / beta)	-6.3 / -6.6	eV
multiplicity	2
energy	-4967.66710	a.u.
HOMO-LUMO gap (alpha / beta)	6.3 / 6.6	eV
E_LUMO (alpha / beta)	-0.005 / -0.006	eV
relative energy (zero: lowest compared OMol25 entry of this formula, charge and spin)	0.00	kJ/mol
⟨S²⟩	0.76
net charge	0

The geometry in XYZ format:
```
68
C23H32AsN8O2STi, DFT the ωB97M-V functional and the def2-TZVPD basis
Ti 0.5786 1.1911 0.3785
C -0.9614 5.0625 4.0862
N -0.4454 3.7378 3.7621
C 0.6589 3.3215 4.6091
C -0.3997 3.3239 2.4456
N 0.6017 2.7839 1.8723
N -1.6134 3.5050 1.7848
C -1.8805 3.2722 0.4447
N -3.1511 3.6843 0.1109
N -1.0512 2.7104 -0.3469
H -1.3337 5.0611 5.1100
H -1.7763 5.3386 3.4238
H -0.1769 5.8236 4.0030
H 0.3672 3.4658 5.6480
H 1.5710 3.9036 4.4257
H 0.8684 2.2648 4.4535
H 1.4475 2.7791 2.4280
H -2.4205 3.4584 2.3863
H -3.4988 4.5217 0.5475
H -3.4286 3.5574 -0.8472
H -1.3773 2.7107 -1.3071
C 3.1692 -6.1732 -1.8167
O 2.4987 -5.6391 -0.6930
C 1.1508 -5.5038 -0.7716
C 0.5355 -4.9127 0.3337
C -0.8263 -4.7082 0.3481
C -1.6037 -5.0987 -0.7463
C -0.9963 -5.7382 -1.8126
C 0.3811 -5.9231 -1.8494
N -3.0360 -4.9911 -0.8195
N -3.6559 -3.9818 -0.4516
C -2.9787 -2.7951 -0.0140
C -3.3079 -2.2954 1.2178
C -2.6572 -1.1840 1.7752
C -1.6830 -0.4974 1.0666
O -1.0114 0.5188 1.5165
C -1.3987 -0.9705 -0.2644
N -0.4480 -0.2718 -0.9401
C -0.1274 -0.6382 -2.1574
C -0.7562 -1.7104 -2.8134
C -1.7074 -2.4327 -2.1492
C -2.0376 -2.0969 -0.8171
H 4.2278 -6.1523 -1.5745
H 2.9901 -5.5682 -2.7096
H 2.8636 -7.2050 -2.0107
H 1.1538 -4.6052 1.1665
H -1.2853 -4.2418 1.2081
H -1.6141 -6.0882 -2.6305
H 0.8296 -6.4059 -2.7052
H -4.0626 -2.8160 1.7957
H -2.9071 -0.8515 2.7743
H 0.6628 -0.0746 -2.6394
H -0.4744 -1.9542 -3.8283
H -2.2081 -3.2591 -2.6347
S 2.5068 0.2598 0.7391
C 3.3791 3.6606 -0.4009
As 2.0673 2.5928 -1.3637
C 1.4203 3.9773 -2.6037
C 3.2514 1.6452 -2.5821
H 4.0334 4.1890 -1.0947
H 3.9510 2.9802 0.2270
H 2.8593 4.3805 0.2315
H 2.2506 4.4864 -3.0940
H 0.8277 4.7075 -2.0515
H 0.7867 3.5222 -3.3664
H 2.6770 1.2122 -3.4014
H 3.7334 0.8492 -2.0182
H 3.9981 2.3251 -2.9935
```

Here are the Mulliken charges for atoms 1 to 6, given in e: number 1, Ti, carries -0.28; number 2, C, carries -1.06; number 3, N, carries 0.02; number 4, C, carries -1.16; number 5, C, carries 0.39; number 6, N, carries -0.05